Molecular formula: C3H6N3O
Method: DFT, the ωB97M-V functional and the def2-TZVPD basis

The geometry in ORCA input format:
```
! RIJCOSX wB97M-V def2-TZVPD def2/J DEFGRID3
* xyz 1 1
O 0.2670 1.8661 -2.2375
C 0.2159 1.1198 -1.3400
C -0.5194 1.3840 -0.0057
N -0.4046 0.2706 0.9357
C 0.0386 -0.9448 0.5727
N 0.6158 -1.2725 -0.6030
N 1.1227 -0.2481 -1.3624
H -0.2707 2.3802 0.5348
H -1.5667 1.6105 -0.1487
H -1.1414 0.4182 1.6087
H -0.2154 -1.8423 1.1362
H 0.9907 -2.2486 -0.5426
H 1.4351 -0.4699 -2.3738
*
```

For the energy relative to the best compared isomer or geometry (same formula, charge and spin), the calculation gives 34.0 kcal/mol. Its LUMO energy is -4.2 eV. As for the HOMO energy: -14.00 eV. As for the structure (SMILES): O=C1CNC=[NH+]N1.